No. 1
# H35O18

18 unconnected molecules or ions with the total composition H35O18 (ωB97M-V with the def2-TZVPD basis set, the OMol25 dataset).

Its energy above the lowest of the compared OMol25 structures with the same formula, charge and spin is 171.41 kJ/mol. Its spin multiplicity is 1. Its charge is -1.

Each line ends with the natural charge from an NBO analysis.
Cartesian coordinates (Å):
O1 4.88 -2.56 -1.54  -0.95
H1 1.30 0.46 0.21  0.47
H2 1.25 -1.47 -0.68  0.50
O2 2.71 1.68 2.06  -0.99
H3 -2.08 1.32 2.71  0.47
O3 -0.41 4.01 0.81  -0.96
H4 -0.39 -0.57 0.93  0.52
H5 -1.36 4.09 0.50  0.48
O4 -1.17 0.30 5.60  -0.98
H6 1.41 3.14 -1.40  0.48
H7 -1.31 1.11 4.97  0.49
O5 1.41 -1.21 -5.02  -0.97
H8 2.26 -1.21 -4.58  0.46
H9 4.64 -3.44 -1.84  0.47
O6 2.09 -4.51 3.13  -0.96
H10 1.72 0.35 -1.43  0.53
H11 2.31 -3.63 2.87  0.49
O7 1.45 0.93 -0.62  -1.07
H12 -2.65 0.42 3.31  0.46
H13 -0.26 3.00 0.86  0.48
O8 1.49 -1.06 -2.10  -1.21
H14 -4.56 3.09 1.69  0.47
H15 -2.43 -0.71 2.11  0.51
O9 -0.44 0.32 -3.31  -0.98
H16 -1.14 0.90 -3.05  0.47
H17 -0.06 -0.07 -2.51  0.51
O10 -4.13 -0.30 -3.79  -0.96
H18 -3.55 -0.87 -4.30  0.46
H19 3.16 2.43 2.39  0.48
O11 -2.85 -0.45 2.90  -0.97
H20 -1.94 -0.62 -1.65  0.50
H21 2.35 -1.40 -2.38  0.46
O12 -1.15 0.10 1.01  -1.04
H22 -1.15 0.59 0.17  0.48
H23 -1.71 -0.37 5.19  0.47
O13 -1.53 1.89 3.29  -0.96
H24 2.37 1.63 1.20  0.50
H25 2.45 -5.18 2.55  0.47
O14 0.84 -1.63 0.33  -1.05
H26 0.89 -0.60 -4.44  0.50
H27 4.26 -2.58 -0.78  0.48
O15 1.63 3.76 -0.73  -0.97
H28 -3.52 -0.02 -3.07  0.49
H29 0.94 4.37 -0.53  0.48
O16 2.31 -3.71 -1.39  -0.98
H30 0.33 -2.39 -0.01  0.45
H31 1.74 -2.93 -1.40  0.49
O17 -2.84 -0.39 -1.38  -0.99
H32 -0.78 2.15 2.77  0.50
H33 -3.04 -0.45 -0.45  0.50
O18 -4.10 2.99 0.84  -0.94
H34 -4.82 2.50 0.37  0.47
H35 1.92 -4.35 -0.79  0.46

=====

No. 2
# H35O18

A molecular structure, H35O18 (ωB97M-V with the def2-TZVPD basis set, the OMol25 dataset).

As for the expectation value of S²: 0.755. Its energy above the lowest of the compared OMol25 structures with the same formula, charge and spin is 568.19 kJ/mol. Its spin multiplicity is 2.

Each line ends with the Mulliken spin population.
Cartesian coordinates (Å):
O1 -4.22 -3.19 -0.52  0.00
H1 -4.37 0.99 1.25  0.00
H2 -2.12 -0.47 -1.17  0.00
O2 1.42 0.27 4.20  0.00
H3 0.73 1.23 1.47  -0.01
O3 1.39 0.73 -3.34  0.00
H4 2.38 -5.96 -0.88  0.00
H5 2.27 0.76 -3.29  0.00
O4 0.64 3.03 -0.55  0.11
H6 0.16 -3.25 3.62  0.00
H7 1.38 3.62 -0.93  -0.01
O5 -1.49 0.28 4.34  0.00
H8 -0.86 -0.27 5.00  0.00
H9 -3.51 -3.74 -0.13  0.00
O6 -2.36 1.04 -2.57  0.00
H10 -5.71 0.21 0.97  0.00
H11 -2.03 1.81 -2.85  0.00
O7 -5.52 1.20 0.92  0.00
H12 -0.05 4.65 -1.06  -0.01
H13 0.70 0.18 -2.92  0.00
O8 -2.51 1.54 1.61  0.00
H14 4.42 -1.20 -1.93  0.00
H15 -1.36 5.25 -1.51  0.00
O9 0.00 1.28 2.33  0.00
H16 0.51 2.05 2.88  0.00
H17 -1.75 0.89 1.79  0.00
O10 1.21 0.04 -6.19  0.00
H18 1.73 -0.43 -5.37  0.00
H19 0.90 -0.08 5.08  0.00
O11 -0.51 5.47 -1.19  0.00
H20 2.52 0.27 -0.90  0.00
H21 -2.48 2.26 2.18  0.00
O12 2.53 -5.12 -0.74  0.00
H22 3.38 -4.70 -0.67  0.00
H23 0.91 2.24 -0.13  -0.01
O13 1.81 0.96 0.41  0.90
H24 0.69 0.67 3.70  0.00
H25 -2.69 1.38 -1.68  0.00
O14 -2.13 -0.49 -0.21  0.00
H26 -0.96 0.24 3.50  0.00
H27 -3.85 -2.32 -0.44  0.00
O15 -0.13 -2.47 4.18  0.00
H28 0.55 0.39 -5.63  0.00
H29 -0.76 -1.89 3.73  0.00
O16 1.36 -2.51 0.52  0.00
H30 -2.14 0.34 0.18  0.00
H31 1.87 -1.79 0.94  0.00
O17 2.89 -0.40 -1.40  0.03
H32 2.45 1.50 0.83  -0.02
H33 2.37 -1.06 -1.42  0.00
O18 5.34 -1.45 -2.15  0.00
H34 5.12 -2.36 -2.26  0.00
H35 1.86 -3.14 0.93  0.00

=====

No. 3
# H36O18

18 unconnected molecules or ions with the total composition H36O18 (ωB97M-V with the def2-TZVPD basis set, the OMol25 dataset).

Its energy above the lowest of the compared OMol25 structures with the same formula, charge and spin is 469.45 kJ/mol. Its spin multiplicity is 1.

Each line ends with the natural charge from an NBO analysis.
Cartesian coordinates (Å):
O1 -0.34 -0.41 -2.57  -1.00
H1 -0.36 -1.39 -2.34  0.53
H2 -1.09 -0.23 -3.18  0.48
O2 -1.64 1.35 1.62  -1.05
H3 -1.59 1.68 0.75  0.52
H4 -2.38 1.20 2.23  0.51
O3 5.15 -0.64 0.82  -0.97
H5 5.05 -0.93 -0.09  0.49
H6 5.47 0.33 0.68  0.48
O4 3.67 -0.55 -1.99  -0.97
H7 3.36 0.08 -2.55  0.48
H8 2.88 -0.93 -1.53  0.49
O5 -3.56 4.52 0.25  -0.95
H9 -2.66 4.61 0.23  0.47
H10 -3.85 3.55 0.06  0.47
O6 -0.77 -4.89 -3.08  -0.94
H11 0.11 -4.51 -3.08  0.48
H12 -0.68 -5.60 -2.50  0.47
O7 -1.55 1.40 -0.92  -1.01
H13 -1.10 0.50 -1.14  0.52
H14 -0.98 1.94 -1.53  0.49
O8 -2.43 -2.40 -2.49  -0.97
H15 -3.18 -2.59 -2.91  0.46
H16 -2.11 -3.40 -2.64  0.50
O9 0.99 -1.27 1.50  -0.98
H17 0.83 -0.99 2.46  0.50
H18 1.76 -1.94 1.82  0.49
O10 -0.59 3.55 -2.66  -0.97
H19 -0.42 4.41 -2.24  0.49
H20 -1.54 3.56 -2.86  0.49
O11 3.29 -2.03 3.36  -0.95
H21 4.13 -1.77 2.97  0.49
H22 3.66 -2.91 3.68  0.47
O12 0.78 -2.43 -1.13  -0.98
H23 0.65 -3.32 -0.90  0.48
H24 0.32 -1.89 -0.44  0.51
O13 -1.23 4.20 1.53  -0.95
H25 -0.82 3.71 0.73  0.46
H26 -1.11 3.53 2.26  0.49
O14 -0.36 1.67 5.54  -0.92
H27 0.11 2.30 6.01  0.47
H28 0.03 1.86 4.68  0.45
O15 -0.64 -3.37 0.97  -0.98
H29 -1.48 -3.10 1.33  0.48
H30 0.04 -2.93 1.43  0.49
O16 -3.50 -1.41 -0.20  -0.95
H31 -2.85 -2.08 -0.47  0.48
H32 -3.33 -0.77 -0.91  0.47
O17 1.88 1.85 -3.28  -0.94
H33 1.60 2.70 -3.04  0.47
H34 1.01 1.42 -3.29  0.48
O18 0.87 1.07 2.79  -0.95
H35 0.18 1.39 2.19  0.50
H36 0.28 0.80 3.60  0.45

=====

No. 4
# H37O18

18 unconnected molecules or ions with the total composition H37O18 (ωB97M-V with the def2-TZVPD basis set, the OMol25 dataset).

As for the expectation value of S²: 0.751. Its energy above the lowest of the compared OMol25 structures with the same formula, charge and spin is 88.88 kJ/mol. Its spin multiplicity is 2.

Each line ends with the Mulliken spin population.
Cartesian coordinates (Å):
O1 -2.04 1.23 -0.35  0.22
H1 -0.95 -0.08 1.11  -0.04
H2 -1.57 1.20 -1.22  -0.02
O2 -1.04 -1.44 -1.64  0.04
H3 -2.76 0.66 -0.22  -0.03
O3 -4.35 -0.36 -1.16  0.08
H4 -5.08 -0.10 -1.78  -0.05
H5 -4.22 -1.23 -1.62  0.04
O4 -3.42 3.02 -3.97  0.11
H6 -4.25 2.79 -4.35  -0.04
H7 -3.27 3.98 -3.91  -0.02
O5 -4.71 0.68 1.41  0.16
H8 -5.63 0.67 1.63  -0.03
H9 -4.54 0.55 0.45  0.02
O6 1.80 0.76 0.96  0.17
H10 1.87 0.64 0.01  -0.04
H11 2.67 0.99 1.35  0.03
O7 4.22 -2.34 -2.55  0.04
H12 5.16 -2.55 -2.61  -0.02
H13 4.20 -1.58 -3.16  0.00
O8 1.46 0.44 -2.44  0.05
H14 1.91 0.91 -3.15  0.01
H15 0.89 0.07 -3.17  0.03
O9 -1.26 2.87 1.45  -0.03
H16 -1.91 2.89 2.18  0.00
H17 -1.68 2.80 0.59  0.00
O10 2.98 -1.67 -5.03  0.02
H18 2.32 -2.35 -4.89  0.01
H19 2.72 -1.11 -5.76  0.00
O11 1.33 1.02 4.84  0.01
H20 1.84 0.76 4.04  0.00
H21 1.76 0.54 5.55  0.00
O12 -0.57 -1.64 -4.35  -0.04
H22 -1.22 -0.97 -4.56  -0.01
H23 -0.64 -2.38 -4.94  0.05
O13 -0.65 0.46 1.84  0.11
H24 -0.82 1.47 1.67  0.00
H25 0.41 0.23 1.61  0.02
O14 4.15 2.60 3.02  0.01
H26 3.80 3.49 3.33  0.00
H27 5.10 2.72 2.88  0.00
O15 -0.14 -3.98 2.81  0.01
H28 -0.75 -3.80 2.08  0.00
H29 -0.29 -4.88 3.12  0.00
O16 2.30 -1.60 2.69  0.03
H30 2.18 -2.19 1.95  0.00
H31 3.01 -0.96 2.39  -0.01
O17 -3.01 2.22 3.37  0.01
H32 -3.06 2.27 4.31  0.00
H33 -3.68 1.62 3.04  0.00
O18 3.14 -2.19 -0.05  0.02
H34 3.26 -1.21 -0.07  0.01
H35 3.73 -2.54 -0.75  -0.01
H36 -0.07 -1.58 -1.60  0.01
H37 -1.29 -1.70 -2.56  0.10

=====

no.,maximum force (Eh/bohr)
1,0.07535
2,0.19188
3,0.12529
4,0.07942